(1)
A molecular structure, C5H7NO, computed with ωB97M-V with the def2-TZVPD basis set.

Atoms and positions in Å:
C1 0.6011 1.0035 1.3917
N1 1.6603 0.8046 0.3917
C2 0.3291 0.3443 0.0982
C3 -0.3138 -1.0578 -0.0690
C4 -1.4078 -0.2885 -0.7905
C5 -0.6686 0.8217 -0.9139
O1 0.3457 -1.9147 -0.9839
H1 0.5838 0.3872 2.2906
H2 0.2972 2.0373 1.5483
H3 2.2685 0.0325 0.6516
H4 -0.5080 -1.6462 0.8343
H5 -2.3900 -0.6012 -1.1235
H6 0.0260 -1.6364 -1.8536
H7 -0.7498 1.7397 -1.4858

Forces on atoms 1 to 2 (eV/Å):
-0.1354 0.0731 0.2223
0.2086 -0.2070 -0.1568

The HOMO energy is -9.3 eV. As for the lowest unoccupied orbital energy: 1.03 eV. As for the relative energy (zero: lowest compared OMol25 entry of this formula, charge and spin): 322.6 kJ/mol. As for the multiplicity: 1. For the gap between HOMO and LUMO, the calculation gives 10.31 eV.


(2)
A molecular structure, C54H41BrCaF9NOPS2Sb2 in a non-equilibrium geometry, computed with ωB97M-V with the def2-TZVPD basis set.

Atoms and positions in Å:
Ca1 0.3703 0.0957 0.3715
C1 -3.3675 -0.5305 -0.5155
C2 -3.7111 0.9626 -0.4768
C3 -3.6957 1.5515 0.9213
Sb1 -1.9154 1.1754 2.1137
C4 -2.4152 -0.7621 2.9031
C5 -3.7193 -1.2359 2.9337
C6 -4.0083 -2.4506 3.5283
C7 -2.9966 -3.1958 4.1112
C8 -1.6959 -2.7213 4.1055
C9 -1.4107 -1.5042 3.5098
C10 -2.8978 2.1213 3.7949
C11 -3.5887 3.3090 3.6117
C12 -4.4423 3.7744 4.5964
C13 -4.5974 3.0612 5.7723
C14 -3.8662 1.9049 5.9808
C15 -3.0160 1.4356 4.9941
Sb2 -1.5252 -0.8606 -1.5996
C16 -2.6511 -1.2795 -3.3765
C17 -2.8431 -2.5918 -3.7754
C18 -3.7706 -2.8845 -4.7612
C19 -4.5105 -1.8690 -5.3423
C20 -4.3022 -0.5546 -4.9566
C21 -3.3704 -0.2581 -3.9763
C22 -1.0542 -2.8652 -1.0667
C23 0.2055 -3.3306 -1.4184
C24 0.5910 -4.6170 -1.0919
C25 -0.2823 -5.4378 -0.3977
C26 -1.5336 -4.9727 -0.0315
C27 -1.9219 -3.6872 -0.3666
H1 -4.1491 -1.1008 -1.0213
H2 -3.2579 -0.9316 0.4927
H3 -4.7052 1.1208 -0.9031
H4 -3.0203 1.5426 -1.1005
H5 -4.5478 1.1956 1.5039
H6 -3.7848 2.6352 0.8469
H7 -4.5220 -0.6554 2.4955
H8 -5.0273 -2.8078 3.5540
H9 -3.2277 -4.1404 4.5773
H10 -0.9067 -3.2874 4.5788
H11 -0.3956 -1.1149 3.5498
H12 -3.4701 3.8700 2.6939
H13 -4.9996 4.6850 4.4348
H14 -5.2887 3.4072 6.5239
H15 -3.9718 1.3549 6.9039
H16 -2.4571 0.5234 5.1615
H17 -2.2729 -3.3870 -3.3100
H18 -3.9299 -3.9092 -5.0623
H19 -5.2535 -2.1014 -6.0909
H20 -4.8797 0.2383 -5.4090
H21 -3.2105 0.7689 -3.6731
H22 0.8932 -2.6827 -1.9613
H23 1.5697 -4.9755 -1.3762
H24 0.0172 -6.4392 -0.1348
H25 -2.2095 -5.6112 0.5167
H26 -2.9031 -3.3234 -0.0827
F1 7.2230 3.1918 1.6737
C28 6.2540 2.6150 0.9797
C29 6.5386 1.6731 -0.0060
F2 7.7956 1.3504 -0.2771
C30 5.5006 1.0738 -0.7213
F3 5.8414 0.2186 -1.6816
C31 4.1598 1.3774 -0.4826
P1 2.7222 0.4742 -1.2189
C32 2.3851 1.4234 -2.7392
C33 1.4294 0.8691 -3.5926
C34 1.1162 1.4898 -4.7856
C35 1.7502 2.6727 -5.1366
C36 2.6936 3.2310 -4.2904
C37 3.0075 2.6171 -3.0873
C38 3.4638 -1.0404 -1.9073
C39 3.6430 -2.1090 -1.0308
C40 4.1850 -3.2954 -1.4913
C41 4.5345 -3.4267 -2.8261
C42 4.3586 -2.3658 -3.7002
C43 3.8332 -1.1719 -3.2446
C44 3.9093 2.3567 0.4805
Br1 2.1533 2.9828 0.7632
C45 4.9242 2.9653 1.2027
F4 4.6180 3.8984 2.0999
H27 0.9531 -0.0724 -3.3273
H28 0.3821 1.0507 -5.4430
H29 1.5115 3.1486 -6.0751
H30 3.1961 4.1442 -4.5757
H31 3.7504 3.0609 -2.4367
H32 3.3642 -2.0118 0.0119
H33 4.3395 -4.1143 -0.8057
H34 4.9529 -4.3555 -3.1808
H35 4.6406 -2.4633 -4.7376
H36 3.7174 -0.3403 -3.9222
F5 4.2287 -2.5034 2.2941
C46 3.7170 -2.5166 3.6502
C47 3.1443 -1.1830 3.8145
F6 3.4471 -0.3427 4.7930
C48 2.3186 -0.9111 2.7710
F7 1.8134 0.3573 2.4786
C49 1.6477 -1.9808 2.0491
O1 0.8381 -1.7133 1.1285
C50 1.8055 -3.3255 2.5726
F8 0.8979 -4.2316 2.1587
C51 2.6594 -3.5288 3.6168
F9 2.5882 -4.5543 4.4485
S1 -0.7825 2.8353 -2.1486
C52 -0.5109 4.0858 -1.1206
N1 0.4056 5.0317 -1.3200
C53 0.6154 6.0601 -0.3284
C54 -0.4388 5.8742 0.7680
S2 -1.3665 4.3470 0.3794
H37 0.9821 4.9938 -2.1471
H38 0.5256 7.0467 -0.7952
H39 1.6223 5.9564 0.0905
H40 -1.1587 6.6910 0.8039
H41 0.0056 5.7367 1.7511

Forces on atoms 1 to 2 (eV/Å):
0.5286 2.5523 -0.1582
0.0224 -0.1120 0.1256

Its net charge is +1. The HOMO energy (alpha / beta) is -10.0 / -10.0 eV. As for the lowest unoccupied orbital energy (alpha / beta): -3.08 / -3.08 eV. As for the relative energy (zero: lowest compared OMol25 entry of this formula, charge and spin): 218.9 kJ/mol. As for the multiplicity: 1. For the gap between HOMO and LUMO (alpha / beta), the calculation gives 6.91 / 6.91 eV.


(3)
2 unconnected molecules or ions with the total composition C5H14NO2 in a non-equilibrium geometry, computed with ωB97M-V with the def2-TZVPD basis set.

Atoms and positions in Å:
C1 -0.4006 0.3134 1.5940
O1 -1.0494 1.4105 1.9886
C2 0.6453 0.9855 0.3488
C3 1.8865 0.2714 0.0197
C4 1.6550 -0.7044 -1.2558
C5 -0.5804 -1.9034 -1.1676
N1 0.9704 -1.8950 -1.2877
H1 0.4323 -0.1746 2.2995
H2 -0.9427 -0.6484 1.3381
H3 0.8624 1.9238 0.9594
H4 0.0415 1.3615 -0.5136
H5 2.7564 0.9625 -0.2680
H6 2.2322 -0.5114 0.8612
H7 2.7677 -0.9899 -1.3581
H8 1.2976 -0.0487 -2.1723
H9 -0.9700 -2.1001 -2.1854
H10 -1.2119 -1.1485 -0.6516
H11 -0.9172 -2.8054 -0.6473
H12 1.4469 -2.6974 -0.7376
H13 -2.2796 1.5704 0.7932
H14 -1.9197 0.9291 -0.3899
O2 -2.6535 1.5729 -0.1822

Forces on atoms 1 to 2 (eV/Å):
2.8641 0.9354 -0.8094
-1.0842 -1.2854 0.6092

Its net charge is -1. The HOMO energy is -3.1 eV. As for the lowest unoccupied orbital energy: 3.76 eV. As for the relative energy (zero: lowest compared OMol25 entry of this formula, charge and spin): 289.2 kJ/mol. As for the multiplicity: 1. For the gap between HOMO and LUMO, the calculation gives 6.85 eV.


(4)
A single C19H29FN2O5S molecule, computed with ωB97M-V with the def2-TZVPD basis set.

Atoms and positions in Å:
O1 1.0420 -1.9646 2.2178
C1 1.8161 -1.3526 1.5105
N1 1.5229 -0.1628 0.9287
C2 0.2232 0.4638 1.0707
C3 0.3388 1.9681 1.2542
C4 0.9576 2.6864 0.0178
C5 -0.1518 3.6670 -0.3963
C6 -0.2391 4.7893 0.6515
C7 -0.8785 4.0655 1.8696
C8 -1.0529 2.6319 1.3426
N2 -1.3452 2.8860 -0.0694
C9 -2.2992 2.4849 -0.9323
O2 -2.2652 2.7710 -2.1208
C10 -3.4302 1.6296 -0.3784
C11 -4.7722 2.0393 -1.0510
C12 -5.0306 1.0967 -2.2174
S1 -4.5842 -0.4830 -1.5339
O3 -5.5520 -0.8210 -0.5196
O4 -4.2328 -1.4448 -2.5418
C13 -3.1251 0.1508 -0.7097
C14 3.2113 -1.8978 1.2020
F1 3.9234 -1.9112 2.3979
C15 3.1346 -3.2970 0.6313
C16 2.3409 -3.3110 -0.6763
C17 2.3673 -4.7049 -1.2858
O5 3.6915 -5.1567 -1.4988
C18 4.4111 -5.2391 -0.2810
C19 4.5252 -3.8816 0.3933
H1 2.2117 0.2677 0.3357
H2 -0.3969 0.2489 0.1927
H3 -0.2525 -0.0001 1.9343
H4 0.9096 2.1655 2.1634
H5 1.8940 3.1971 0.2404
H6 1.1388 1.9771 -0.7940
H7 -0.1390 3.9826 -1.4335
H8 0.7410 5.2099 0.8735
H9 -0.8793 5.5941 0.2937
H10 -0.2544 4.0923 2.7619
H11 -1.8459 4.4990 2.1205
H12 -1.8007 2.0348 1.8571
H13 -3.5198 1.7572 0.6976
H14 -5.5793 1.9454 -0.3259
H15 -4.7219 3.0708 -1.3925
H16 -6.0682 1.0501 -2.5408
H17 -4.3665 1.2940 -3.0581
H18 -2.3039 0.0468 -1.4183
H19 -2.9464 -0.4733 0.1637
H20 3.7552 -1.2340 0.5196
H21 2.6026 -3.9060 1.3703
H22 1.3035 -3.0113 -0.5060
H23 2.7844 -2.6070 -1.3894
H24 1.8390 -5.4066 -0.6246
H25 1.8760 -4.7181 -2.2575
H26 3.9123 -5.9506 0.3929
H27 5.3928 -5.6392 -0.5307
H28 5.0993 -3.2122 -0.2563
H29 5.0674 -3.9772 1.3352

Forces on atoms 1 to 2 (eV/Å):
0.0014 0.0019 0.0025
0.0015 0.0006 0.0068

The HOMO energy is -9.8 eV. As for the lowest unoccupied orbital energy: 0.36 eV. As for the relative energy (zero: lowest compared OMol25 entry of this formula, charge and spin): 28.4 kJ/mol. As for the multiplicity: 1. For the gap between HOMO and LUMO, the calculation gives 10.15 eV.


(5)
A gas-phase ion, C3H7BClIO3P (charge +1) in a non-equilibrium geometry, computed with ωB97M-V with the def2-TZVPD basis set.

Atoms and positions in Å:
O1 3.5549 1.0348 1.3996
C1 3.1978 -0.0224 0.6648
I1 4.4249 -1.8675 0.8553
C2 1.9588 -0.1002 -0.4057
P1 0.3598 0.7919 0.1337
Cl1 0.4997 2.7905 -0.6897
C3 -1.0917 -0.0434 -0.7951
B1 -2.3277 -0.5485 0.1651
O2 -2.2929 -0.6805 1.6360
O3 -3.5954 -0.9417 -0.5419
H1 2.2772 0.2795 -1.4801
H2 1.6730 -1.2494 -0.5556
H3 0.1760 0.9200 1.5564
H4 -1.4605 0.6748 -1.6486
H5 -0.6830 -1.0165 -1.3522
H6 -2.7292 0.1013 2.0927
H7 -3.9416 -0.1226 -1.0347

Forces on atoms 1 to 2 (eV/Å):
-3.1302 -6.7743 -5.1722
2.1387 5.1682 3.5412

Its net charge is +1. The HOMO energy is -13.4 eV. As for the lowest unoccupied orbital energy: -5.12 eV. As for the multiplicity: 1. For the gap between HOMO and LUMO, the calculation gives 8.27 eV.


(6)
A single C2H5FS molecule in a non-equilibrium geometry, computed with ωB97M-V with the def2-TZVPD basis set.

Atoms and positions in Å:
F1 -2.1585 -0.5063 0.1049
C1 -0.7601 -0.5208 0.4478
C2 0.4205 -0.0492 -0.5602
S1 0.8325 1.6856 -0.7186
H1 -0.4818 -1.6303 0.5665
H2 -0.5647 -0.0357 1.5359
H3 1.4237 -0.4352 -0.3430
H4 0.2787 -0.4651 -1.6608
H5 1.0098 1.9570 0.6276

Forces on atoms 1 to 2 (eV/Å):
2.5766 0.6932 0.0575
1.9419 -1.3976 1.5823

The HOMO energy is -9.2 eV. As for the lowest unoccupied orbital energy: 0.86 eV. As for the relative energy (zero: lowest compared OMol25 entry of this formula, charge and spin): 91.7 kJ/mol. As for the multiplicity: 1. For the gap between HOMO and LUMO, the calculation gives 10.11 eV.


Energy, respectively: -324.60159, -7980.64524, -404.04441, -1725.18836, -1468.05756, -577.19976 Ha.